Molecular formula: C7H4BBaNO5
Method: DFT, ωB97M-V/def2-TZVPD

```
! wB97M-V def2-TZVPD RIJCOSX def2/J DEFGRID3
* xyz 2 1
N 4.0040 -1.4883 0.4304
C 3.6198 -0.5296 -0.0885
O 3.0442 0.5223 -0.5832
C 1.6594 0.4148 -0.4210
C 1.1247 0.3790 0.7961
C -0.2939 0.0707 0.9959
O -0.6274 -0.2443 2.1361
C -1.1890 0.1427 -0.1993
B -2.7839 0.0781 0.0745
O -3.5285 -0.9145 -0.4499
O -3.4012 0.9870 0.8545
C -0.6345 0.2202 -1.4192
C 0.8326 0.2196 -1.6772
O 1.3959 0.0436 -2.7162
H 1.7567 0.5347 1.6402
H -3.1287 -1.5367 -1.0616
H -2.9522 1.8048 1.0762
H -1.2362 0.2480 -2.3268
Ba 2.3383 -0.9520 2.9389
*
```

highest occupied orbital energy: -17.3 eV